1.
{
  "formula": "C28H44N4O5SbSeSi3V",
  "method": "ωB97M-V with the def2-TZVPD basis set",
  "symbols": ["V", "C", "Sb", "C", "C", "C", "C", "C", "C", "N", "Si", "C", "C", "C", "C", "C", "C", "C", "C", "C", "N", "Si", "C", "C", "C", "Si", "C", "C", "C", "H", "H", "H", "H", "H", "H", "H", "H", "H", "H", "H", "H", "H", "H", "H", "H", "H", "H", "H", "H", "H", "H", "H", "H", "H", "H", "H", "H", "H", "H", "H", "H", "H", "H", "H", "H", "H", "H", "N", "C", "O", "C", "C", "C", "N", "C", "C", "H", "H", "H", "H", "H", "H", "O", "Se", "O", "O", "O"],
  "coordinates": [[-0.48279, -0.24761, -1.92171], [1.21274, 3.31286, 0.98578], [1.22086, 1.16056, 0.66361], [0.86038, 1.25970, -1.45664], [-0.14898, 2.19154, -1.94107], [-0.05918, 3.51319, -2.38510], [-1.16427, 4.09050, -2.98235], [-2.33174, 3.35261, -3.17015], [-2.36189, 2.05541, -2.70501], [-1.31837, 1.52777, -2.06899], [2.59088, 1.28859, -2.25130], [2.69290, 0.99466, -4.10374], [3.48638, 2.94585, -1.93639], [3.67245, 0.03415, -1.30778], [-0.67050, 0.72880, 1.77573], [-1.41658, -0.37117, 1.09710], [-2.21493, -1.23829, 1.86450], [-3.06090, -2.15775, 1.28429], [-3.12962, -2.20524, -0.10387], [-2.31723, -1.35757, -0.81230], [-1.44026, -0.49127, -0.25230], [-1.96045, 2.12433, 2.09326], [-2.56787, 3.00126, 0.54435], [-3.56724, 1.39835, 2.79655], [-1.34796, 3.41305, 3.33328], [0.12464, 0.15232, 3.44737], [1.49313, 1.32210, 4.03546], [-1.05829, 0.08275, 4.93705], [0.89440, -1.55364, 3.19558], [2.03235, 3.73301, 0.40698], [1.39260, 3.51947, 2.03942], [0.27717, 3.76842, 0.66630], [0.87210, 4.05223, -2.28963], [-1.11818, 5.11413, -3.33229], [-3.17462, 3.77076, -3.70028], [-3.22863, 1.41891, -2.84013], [1.97025, 1.61670, -4.63188], [2.45168, -0.03956, -4.35011], [3.69293, 1.21754, -4.48192], [3.02317, 3.79815, -2.43745], [4.50881, 2.86854, -2.31475], [3.55506, 3.16594, -0.86944], [3.05566, -0.69799, -0.78804], [4.28514, 0.54187, -0.56073], [4.34674, -0.49162, -1.98793], [-2.17046, -1.15032, 2.94026], [-3.67109, -2.80448, 1.90068], [-3.79769, -2.87142, -0.62965], [-2.41019, -1.33995, -1.90553], [-3.02467, 2.27684, -0.12788], [-1.78942, 3.53146, -0.00516], [-3.33846, 3.72590, 0.81679], [-4.05476, 0.75322, 2.06316], [-4.25613, 2.21704, 3.01697], [-3.43993, 0.82077, 3.71298], [-0.40275, 3.86886, 3.04354], [-1.22783, 2.99667, 4.33560], [-2.09183, 4.21048, 3.39372], [1.12048, 2.33619, 4.19671], [2.32550, 1.37460, 3.33331], [1.88095, 0.95734, 4.98803], [-1.83160, 0.85061, 4.90069], [-0.47446, 0.24958, 5.84383], [-1.55181, -0.88599, 5.04191], [1.63009, -1.52871, 2.38931], [0.15130, -2.30937, 2.93682], [1.39440, -1.88832, 4.10661], [2.26975, -7.45606, -1.26060], [1.10777, -6.86602, -0.88091], [0.11020, -7.50635, -0.61465], [1.14212, -5.36904, -0.75871], [0.18629, -4.76150, 0.04184], [0.24425, -3.39327, 0.23342], [1.16140, -2.60147, -0.31821], [2.03797, -3.18581, -1.13224], [2.07349, -4.54803, -1.38010], [2.28038, -8.45588, -1.36256], [3.09195, -6.93741, -1.50321], [-0.57989, -5.36817, 0.50507], [-0.47111, -2.91497, 0.88709], [2.75722, -2.54024, -1.61783], [2.80724, -4.93162, -2.07668], [0.07977, -2.02213, -5.40144], [-0.56986, -1.28556, -4.15970], [-0.07938, 0.26967, -3.94658], [-0.01768, -1.87413, -2.68279], [-2.17346, -1.32735, -4.04724]],
  "atomic_forces_ev_per_a": [[1.95, 1.12, 0.69], [0.04, -0.28, 0.10], [0.17, 0.74, 0.00], [1.12, 0.07, 0.33], [-0.36, 0.13, -0.03], [0.01, 0.04, 0.08], [-0.01, -0.08, -0.01], [0.05, 0.00, 0.00], [-0.12, 0.25, 0.08], [-0.93, 1.45, -0.80], [0.53, 0.22, 0.20], [-0.25, -0.09, 0.22], [-0.24, -0.20, -0.07], [-0.27, 0.11, -0.26], [0.09, -0.04, -0.10], [-0.11, 0.02, 0.15], [-0.03, -0.08, -0.04], [0.16, 0.16, -0.07], [-0.13, -0.06, 0.01], [-0.42, -0.03, 0.18], [-1.34, -0.92, 2.16], [-0.27, 0.29, 0.11], [0.28, -0.12, 0.09], [0.23, -0.09, -0.03], [0.07, -0.25, -0.11], [0.17, -0.15, 0.44], [-0.24, 0.08, -0.37], [-0.01, -0.02, -0.32], [-0.19, 0.22, -0.04], [-0.03, 0.00, -0.03], [0.00, 0.05, -0.03], [0.02, 0.02, 0.01], [-0.02, 0.01, 0.05], [0.04, -0.01, -0.02], [-0.05, -0.02, 0.07], [0.04, -0.03, -0.03], [0.02, 0.00, -0.05], [0.00, 0.01, -0.04], [0.06, 0.05, 0.15], [0.01, 0.01, 0.01], [0.00, -0.05, -0.02], [0.03, 0.02, -0.01], [0.08, -0.06, 0.04], [-0.02, -0.01, 0.03], [-0.02, 0.02, -0.04], [-0.06, 0.00, -0.02], [0.00, -0.03, -0.01], [0.01, 0.00, 0.00], [0.07, -0.14, 0.00], [-0.03, -0.02, -0.06], [-0.01, -0.02, -0.06], [0.01, -0.01, 0.10], [-0.03, 0.03, -0.01], [0.05, 0.07, -0.02], [-0.07, 0.02, -0.07], [-0.04, 0.01, 0.00], [-0.01, 0.02, -0.02], [-0.06, -0.03, -0.02], [0.02, -0.03, 0.02], [0.07, 0.01, 0.07], [-0.04, -0.09, 0.01], [0.10, -0.04, 0.09], [0.05, -0.03, 0.00], [-0.02, 0.01, 0.00], [0.02, -0.02, 0.00], [0.00, 0.00, 0.05], [0.01, 0.08, 0.04], [0.00, -0.03, -0.07], [0.03, -0.16, -0.05], [0.02, 0.09, 0.02], [-0.06, 0.24, 0.02], [-0.01, -0.13, -0.02], [0.08, -0.03, 0.08], [0.01, -0.06, -0.03], [0.08, 0.02, 0.00], [-0.03, -0.09, 0.04], [-0.04, 0.00, -0.02], [0.00, 0.03, 0.05], [0.01, 0.02, 0.04], [-0.07, 0.04, 0.00], [-0.03, 0.03, -0.03], [0.03, 0.01, 0.02], [0.40, -0.38, -0.42], [-0.19, -0.94, -3.13], [0.02, 0.12, 0.35], [0.37, -1.11, 0.04], [-0.78, 0.03, 0.34]],
  "e_lumo_ev": [-0.5919, -0.5505],
  "spin_multiplicity": 3,
  "de_lowest_kj_mol": 148.5,
  "gap_ev": [7.5, 7.6],
  "s_squared": 2.01,
  "e_homo_ev": [-8.11, -8.19]
}

---

2.
{
  "formula": "C15H26BrN3O3SSe2Ti",
  "method": "ωB97M-V with the def2-TZVPD basis set",
  "symbols": ["Ti", "O", "C", "C", "C", "N", "C", "Br", "C", "H", "H", "H", "H", "O", "C", "C", "C", "O", "C", "Se", "C", "Se", "H", "H", "H", "H", "H", "H", "H", "H", "H", "H", "C", "N", "C", "C", "S", "N", "C", "C", "H", "H", "H", "H", "H", "H", "H", "H", "H", "H", "H", "H"],
  "coordinates": [[0.48418, 0.50277, -0.73673], [-5.77593, 0.73598, -0.21282], [-4.44155, 0.70633, -0.22640], [-3.65548, 0.75461, 0.92615], [-2.28877, 0.71299, 0.79240], [-1.67772, 0.64326, -0.40070], [-2.45156, 0.58872, -1.48154], [-1.49791, 0.43382, -3.10787], [-3.82190, 0.61623, -1.47344], [-6.11923, 0.78191, 0.68796], [-4.10294, 0.81041, 1.90940], [-1.63350, 0.72425, 1.65412], [-4.40486, 0.56149, -2.38005], [3.96320, -3.00502, 1.97445], [4.23640, -2.29902, 0.78158], [2.97688, -1.50373, 0.39473], [3.40333, -0.64158, -0.79406], [2.30020, -0.22660, -1.64457], [2.55850, -0.67669, 1.62736], [1.66731, 1.05330, 1.32101], [1.91335, -2.52894, -0.01890], [0.06239, -1.89945, -0.26293], [4.73388, -3.52229, 2.22524], [4.49561, -2.98552, -0.03367], [5.07435, -1.60241, 0.92077], [4.10551, -1.18683, -1.42871], [3.86945, 0.28374, -0.45987], [2.02606, -0.99151, -2.17194], [3.44120, -0.43140, 2.21613], [1.89625, -1.26696, 2.25562], [1.85686, -3.29174, 0.75406], [2.22284, -3.03041, -0.94008], [0.10841, 4.37074, 0.68595], [1.48844, 4.25655, 0.22692], [2.48754, 4.49835, 1.26928], [1.79455, 3.67098, -0.93454], [0.59577, 2.78330, -1.82373], [3.02197, 3.83500, -1.44466], [3.79724, 5.06040, -1.24340], [3.51056, 2.99655, -2.53682], [0.04846, 5.23504, 1.34565], [-0.19282, 3.47891, 1.24170], [-0.56198, 4.51365, -0.15494], [2.09311, 4.10384, 2.20467], [2.70116, 5.56022, 1.39499], [3.40086, 3.95865, 1.04131], [3.17345, 5.83486, -0.80832], [4.13555, 5.40270, -2.22102], [4.66986, 4.89442, -0.61180], [3.11188, 1.99200, -2.44871], [4.59732, 2.95960, -2.46949], [3.22586, 3.41334, -3.50476]],
  "atomic_forces_ev_per_a": [[0.02, -0.01, -0.03], [0.00, 0.00, 0.00], [-0.02, 0.01, -0.03], [0.00, 0.00, -0.01], [0.01, 0.00, 0.05], [-0.03, 0.02, 0.02], [0.04, 0.00, -0.02], [-0.03, -0.02, -0.04], [0.00, -0.01, 0.04], [0.00, 0.00, 0.00], [0.00, 0.00, 0.00], [0.01, 0.00, -0.01], [0.00, 0.00, 0.00], [0.00, 0.00, -0.01], [0.01, 0.01, 0.02], [0.00, 0.01, 0.02], [0.07, -0.02, 0.04], [-0.04, -0.02, -0.02], [-0.01, 0.00, -0.01], [-0.03, 0.02, -0.01], [-0.04, -0.02, -0.01], [-0.01, 0.00, -0.02], [0.00, 0.00, 0.00], [0.00, 0.00, 0.00], [0.00, 0.00, 0.00], [-0.02, 0.00, -0.01], [0.01, 0.00, 0.00], [0.02, 0.00, -0.01], [0.00, -0.01, 0.00], [0.00, 0.00, 0.00], [0.00, -0.01, 0.00], [0.01, -0.01, 0.01], [-0.02, 0.04, 0.00], [-0.01, -0.03, -0.02], [0.02, 0.02, 0.01], [0.06, 0.04, 0.01], [0.01, 0.01, 0.05], [-0.01, -0.01, -0.04], [-0.02, -0.04, 0.01], [-0.02, 0.02, 0.05], [-0.01, 0.00, 0.00], [0.02, -0.01, 0.00], [0.00, 0.00, 0.01], [0.00, -0.01, -0.01], [-0.01, 0.01, -0.02], [0.00, -0.01, 0.01], [0.00, 0.00, 0.00], [0.00, 0.01, 0.00], [0.01, 0.01, 0.00], [0.00, 0.00, -0.02], [0.00, 0.01, 0.00], [0.00, -0.01, -0.01]],
  "e_lumo_ev": [-2.7267, -2.5444],
  "spin_multiplicity": 2,
  "de_lowest_kj_mol": 15.0,
  "gap_ev": [7.5, 7.9],
  "total_charge": 1,
  "s_squared": 0.76,
  "e_homo_ev": [-10.21, -10.46]
}

---

3.
{
  "formula": "C6H13NO4",
  "method": "ωB97M-V with the def2-TZVPD basis set",
  "symbols": ["O", "C", "C", "N", "C", "C", "O", "C", "O", "C", "O", "H", "H", "H", "H", "H", "H", "H", "H", "H", "H", "H", "H", "H"],
  "coordinates": [[0.55358, 1.65391, -1.60677], [-0.14379, 2.14747, -0.54246], [-0.31904, 1.04730, 0.53146], [0.92902, 0.64152, 1.09248], [1.21107, -0.78437, 1.22476], [0.89512, -1.51868, -0.11236], [1.76480, -1.18914, -1.11962], [-0.47989, -1.23088, -0.80444], [-1.34889, -2.29226, -0.92033], [-1.17738, -0.13752, -0.04287], [-1.79068, -0.73122, 1.05983], [0.73916, 2.40202, -2.13241], [0.33111, 3.02450, -0.08823], [-1.14630, 2.49893, -0.87505], [-1.01017, 1.51592, 1.21395], [1.29056, 1.30379, 1.80119], [0.50694, -1.19445, 1.93916], [2.25335, -0.94106, 1.40863], [1.16975, -2.59238, 0.01011], [1.75353, -0.22304, -1.21063], [-0.15598, -0.99617, -1.87070], [-1.42327, -2.63810, 0.07565], [-1.99371, 0.38430, -0.62207], [-2.40887, -0.15037, 1.59073]],
  "atomic_forces_ev_per_a": [[0.77, -1.37, -0.53], [-1.54, 0.18, 1.69], [-0.39, 0.13, -1.93], [0.96, 0.85, 0.13], [-1.86, 0.36, -1.16], [-0.04, -0.82, 0.10], [2.71, 1.28, -0.97], [0.93, 0.37, -0.35], [-0.58, -2.57, 3.38], [-0.98, 3.27, 0.03], [-1.37, -0.77, 2.13], [0.64, 0.94, -1.37], [0.27, -0.05, 0.09], [0.19, -0.23, 0.29], [-0.27, 0.18, 0.89], [-0.28, -1.14, -0.65], [0.39, -0.61, 0.70], [0.48, -0.14, 0.51], [-1.13, 0.38, 0.39], [0.09, -0.04, -0.13], [-0.86, 0.29, 1.53], [-0.27, 0.92, -3.31], [0.84, -0.68, -0.08], [1.31, -0.74, -1.37]],
  "e_lumo_ev": 0.5322,
  "smiles": "OC[C@@H]1NC[C@H](O)[C@@H](O)[C@H]1O",
  "de_lowest_kj_mol": 182.9,
  "gap_ev": 9.1,
  "e_homo_ev": -8.59
}

---

4.
{
  "formula": "CH14MnO10P",
  "method": "ωB97M-V with the def2-TZVPD basis set",
  "symbols": ["O", "H", "H", "H", "Mn", "C", "O", "H", "H", "H", "P", "O", "O", "O", "O", "O", "H", "H", "O", "H", "H", "O", "H", "H", "O", "H", "H"],
  "coordinates": [[0.95087, 2.85740, 0.01145], [0.60274, 3.61011, 0.50349], [0.91870, 1.97021, 0.50126], [0.32533, 2.69772, -0.82924], [-0.02595, -0.52267, 0.03014], [0.59795, 1.24728, 2.94124], [0.24840, 0.79156, 1.68626], [-0.30147, 1.35552, 3.57455], [1.29465, 0.58147, 3.47553], [1.02078, 2.26922, 2.95540], [-0.69869, 1.16005, -2.01307], [-1.57668, 0.15728, -1.13156], [-0.96228, 2.61278, -1.59208], [-0.94401, 0.78504, -3.46462], [0.71191, 0.72495, -1.48920], [2.35086, -0.72419, 0.22484], [3.01855, -0.78505, -0.46737], [2.83749, -0.56691, 1.04195], [0.43278, -2.12839, -1.37877], [-0.26500, -2.74860, -1.64592], [1.10137, -2.16858, -2.06959], [-2.40871, -2.25169, -1.64477], [-2.36534, -1.27072, -1.40674], [-3.27015, -2.55350, -1.33993], [-0.98784, -2.09196, 0.99807], [-0.95900, -3.04218, 0.83752], [-1.64728, -1.96615, 1.69115]],
  "atomic_forces_ev_per_a": [[1.45, 0.22, 0.29], [-0.30, -0.44, 0.23], [-0.65, 0.00, 0.61], [-1.89, 0.17, -1.00], [0.45, 1.91, -0.53], [-0.82, -0.15, -0.21], [0.66, 0.33, -0.49], [0.05, -0.17, 0.21], [0.14, 0.04, 0.09], [0.31, -0.04, -0.18], [-1.17, -2.47, -2.10], [-0.87, 0.03, 1.06], [1.35, 0.58, 0.60], [0.36, 0.92, 0.62], [1.01, 0.51, 0.33], [0.63, -0.41, 0.43], [-0.28, 0.21, -0.13], [-0.20, 0.09, -0.03], [0.23, -1.53, -0.16], [-0.31, 0.58, -0.10], [-0.13, 0.46, -0.02], [-0.43, -0.27, 0.34], [0.71, 0.11, -0.50], [0.06, 0.01, -0.12], [-0.48, -1.11, 1.15], [0.01, 0.16, -0.28], [0.09, 0.24, -0.13]],
  "e_lumo_ev": [2.3391, 2.2982],
  "spin_multiplicity": 6,
  "de_lowest_kj_mol": 0.0,
  "gap_ev": [5.3, 5.7],
  "total_charge": -1,
  "s_squared": 8.75,
  "e_homo_ev": [-3.00, -3.36]
}